1.
Below is a structure of composition C28H56ClF3O9Si2 in a non-equilibrium geometry, with properties calculated with wB97M-V/def2-TZVPD.

Calculated values
Gap between HOMO and LUMO   0.3314 Eh
Highest occupied orbital energy   -8.45 eV
LUMO level   0.6 eV

Last column: Mulliken charge in e.
Geometry (Å):
1 F 2.458 2.246 2.013  -0.26
2 C 2.887 2.777 0.835  0.90
3 F 2.451 4.051 0.802  -0.26
4 F 4.245 2.803 0.915  -0.22
5 Si 2.338 1.671 -0.663  -0.08
6 C 3.658 1.732 -1.977  -0.49
7 C 4.792 0.677 -1.858  -0.54
8 C 4.511 -0.500 -0.953  -0.36
9 Cl 5.839 -1.711 -1.152  -0.23
10 O 0.898 2.201 -1.286  -0.25
11 Si -0.510 1.683 -0.543  0.35
12 C -1.231 0.129 -1.320  -0.73
13 C -0.396 -1.078 -1.043  0.30
14 C -0.327 -1.497 0.507  -0.74
15 O -1.010 -2.197 -0.738  -0.48
16 H 2.077 0.346 -0.079  -0.12
17 H 3.167 1.701 -2.944  0.59
18 H 4.129 2.705 -1.890  0.09
19 H 5.733 1.129 -1.580  0.33
20 H 4.949 0.263 -2.848  0.38
21 H 3.611 -1.039 -1.213  0.14
22 H 4.530 -0.253 0.100  0.32
23 H -0.352 1.439 0.903  -0.06
24 H -1.499 2.763 -0.717  -0.23
25 H -2.171 -0.138 -0.848  0.35
26 H -1.292 0.199 -2.406  0.38
27 H 0.527 -1.191 -1.602  0.45
28 H 0.798 -1.576 0.371  0.05
29 H -0.343 -2.420 1.090  0.46
30 C -3.767 1.839 2.078  -0.64
31 C -4.543 2.893 1.333  0.88
32 O -4.356 3.102 0.156  -0.55
33 C -5.568 3.675 2.117  -1.25
34 H -3.072 1.355 1.395  -0.12
35 H -3.204 2.294 2.894  0.41
36 H -4.453 1.088 2.475  0.29
37 H -5.085 4.210 2.936  0.39
38 H -6.321 2.996 2.522  0.28
39 H -6.052 4.394 1.461  0.31
40 C 6.400 4.157 -5.254  -1.19
41 C 6.442 3.942 -3.760  0.82
42 O 6.072 2.901 -3.265  -0.49
43 C 6.965 5.079 -2.924  -0.77
44 H 6.006 3.266 -5.739  0.31
45 H 5.758 5.006 -5.491  0.35
46 H 7.405 4.354 -5.630  0.32
47 H 6.345 5.965 -3.069  0.35
48 H 7.993 5.307 -3.203  0.06
49 H 6.940 4.797 -1.874  0.27
50 C -0.210 -6.419 1.018  -1.20
51 C -0.691 -5.750 2.277  1.05
52 O -0.073 -4.851 2.799  -0.59
53 C -1.986 -6.257 2.864  -1.25
54 H 0.728 -5.967 0.704  0.26
55 H -0.045 -7.476 1.209  0.35
56 H -0.946 -6.299 0.219  0.41
57 H -1.889 -7.314 3.115  0.31
58 H -2.796 -6.131 2.145  0.37
59 H -2.220 -5.695 3.766  0.32
60 C -6.888 0.736 -0.377  -0.75
61 C -7.345 -0.157 0.749  0.80
62 O -6.692 -0.278 1.760  -0.54
63 C -8.651 -0.886 0.560  -1.00
64 H -5.942 1.195 -0.108  -0.09
65 H -6.754 0.152 -1.289  0.38
66 H -7.626 1.521 -0.551  0.31
67 H -8.589 -1.540 -0.312  0.36
68 H -9.460 -0.167 0.421  0.17
69 H -8.860 -1.488 1.442  0.31
70 C 11.637 4.694 -2.002  -1.13
71 C 11.095 5.505 -3.153  0.89
72 O 10.120 6.208 -3.027  -0.59
73 C 11.827 5.399 -4.469  -1.15
74 H 11.023 4.860 -1.121  0.30
75 H 11.620 3.632 -2.253  0.32
76 H 12.663 4.993 -1.784  0.36
77 H 11.818 4.365 -4.819  0.32
78 H 12.860 5.726 -4.350  0.36
79 H 11.337 6.029 -5.208  0.30
80 C -13.989 1.034 0.501  -1.13
81 C -12.746 0.459 1.136  0.85
82 O -11.721 1.093 1.207  -0.54
83 C -12.844 -0.947 1.678  -1.05
84 H -13.784 2.044 0.155  0.30
85 H -14.293 0.421 -0.348  0.32
86 H -14.801 1.065 1.229  0.33
87 H -13.102 -1.640 0.877  0.31
88 H -13.609 -0.996 2.454  0.36
89 H -11.887 -1.238 2.105  0.25
90 C 3.941 -8.131 3.188  -1.15
91 C 2.483 -7.999 3.550  0.84
92 O 1.612 -8.152 2.727  -0.52
93 C 2.162 -7.662 4.985  -1.11
94 H 4.032 -8.372 2.132  0.30
95 H 4.461 -7.193 3.385  0.33
96 H 4.402 -8.926 3.776  0.34
97 H 2.611 -6.705 5.252  0.32
98 H 2.549 -8.438 5.646  0.37
99 H 1.084 -7.593 5.109  0.25

---

2.
Below is a cluster of 2 separate species, C23H25N2O in total in a non-equilibrium geometry, with properties calculated with wB97M-V/def2-TZVPD.

Calculated values
Total charge   +1
Gap between HOMO and LUMO   0.1783 Eh
Highest occupied orbital energy   -10.06 eV
LUMO level   -5.2 eV
ΔE to the lowest compared entry with this formula, charge and spin   34.1 kcal per mole

Last column: Mulliken charge in e.
Geometry (Å):
1 C 6.027 -4.395 -2.383  -0.78
2 O 5.400 -3.104 -2.414  -0.37
3 C 4.073 -2.872 -2.291  0.74
4 C 3.708 -1.498 -2.378  -0.67
5 C 2.398 -1.110 -2.237  -0.51
6 C 1.357 -2.052 -1.955  0.32
7 C -0.001 -1.610 -1.857  -0.32
8 C -1.162 -2.375 -2.175  0.56
9 C -2.449 -1.766 -2.026  -0.51
10 C -3.617 -2.512 -2.112  -0.53
11 C -3.561 -3.903 -2.325  -0.31
12 C -2.315 -4.506 -2.581  -0.63
13 C -1.154 -3.736 -2.650  -0.34
14 C 1.768 -3.407 -1.764  -0.77
15 C 3.060 -3.836 -2.032  -0.39
16 H 7.088 -4.153 -2.482  0.25
17 H 5.858 -4.919 -1.434  0.34
18 H 5.714 -5.018 -3.230  0.34
19 H 4.517 -0.790 -2.569  0.42
20 H 2.140 -0.058 -2.362  0.41
21 H -0.165 -0.569 -1.539  0.33
22 H -2.474 -0.687 -1.841  0.42
23 H -4.585 -2.013 -2.010  0.39
24 H -4.479 -4.499 -2.322  0.39
25 H -2.263 -5.585 -2.745  0.37
26 H -0.236 -4.168 -3.060  0.74
27 H 1.027 -4.124 -1.405  0.78
28 H 3.302 -4.900 -2.049  0.41
29 C -1.100 5.308 4.935  -0.53
30 C -2.533 5.428 4.425  -0.54
31 C -2.630 4.572 3.145  -0.58
32 N -1.349 3.891 3.009  0.26
33 C -1.055 3.004 1.977  0.20
34 C -0.993 3.410 0.619  -0.41
35 C -0.668 2.478 -0.367  -0.52
36 N -0.531 1.161 -0.144  -0.24
37 C -0.579 0.768 1.137  -0.26
38 C -0.790 1.635 2.215  -0.67
39 C -0.371 4.317 4.005  -0.58
40 H -0.596 6.278 4.902  0.27
41 H -1.078 4.930 5.960  0.28
42 H -3.235 5.041 5.168  0.26
43 H -2.790 6.466 4.200  0.29
44 H -3.452 3.840 3.238  0.27
45 H -2.841 5.194 2.256  0.29
46 H -1.156 4.447 0.337  0.39
47 H -0.516 2.799 -1.401  0.39
48 H -0.430 -0.301 1.302  0.40
49 H -0.796 1.228 3.225  0.38
50 H 0.489 4.814 3.514  0.28
51 H 0.024 3.456 4.571  0.27

---

3.
Below is the ion C9H18N with charge +1 in a non-equilibrium geometry, with properties calculated with wB97M-V/def2-TZVPD.

Calculated values
Total charge   +1
Gap between HOMO and LUMO   0.3949 Eh
SMILES string   C=C1[N@H+](C)C(C)(C)C1(C)C
Highest occupied orbital energy   -13.73 eV
LUMO level   -3.0 eV
ΔE to the lowest compared entry with this formula, charge and spin   57.6 kcal per mole

Last column: Mulliken charge in e.
Geometry (Å):
1 C 1.425 0.234 -0.255  -0.01
2 C 2.686 0.487 -0.205  -0.84
3 C -0.111 0.895 0.645  1.31
4 C -0.737 -0.395 -0.021  0.67
5 C 0.402 0.724 2.061  -1.62
6 C -0.752 2.213 0.291  -1.62
7 C -1.773 -0.045 -1.116  -1.91
8 C -1.345 -1.445 0.923  -1.52
9 C 0.734 -1.465 -1.954  -0.90
10 N 0.617 -0.920 -0.539  0.39
11 H 3.438 -0.225 -0.599  0.24
12 H 3.135 1.264 0.346  0.32
13 H -0.283 1.110 2.821  0.39
14 H 1.332 1.417 2.233  0.34
15 H 0.934 -0.191 2.321  0.43
16 H -1.642 2.365 0.814  0.45
17 H -0.853 2.217 -0.742  0.47
18 H 0.071 3.048 0.478  0.33
19 H -2.174 -1.016 -1.454  0.48
20 H -1.515 0.577 -1.992  0.37
21 H -2.533 0.522 -0.556  0.47
22 H -2.123 -1.023 1.456  0.46
23 H -0.478 -1.673 1.736  0.28
24 H -1.677 -2.296 0.441  0.50
25 H 0.142 -2.407 -2.166  0.33
26 H 0.403 -0.690 -2.730  0.34
27 H 1.739 -1.602 -2.254  0.38
28 H 0.937 -1.681 0.017  0.48

---

4.
Below is a cluster of 3 separate species, H6O3 in total in a non-equilibrium geometry, with properties calculated with wB97M-V/def2-TZVPD.

Calculated values
Gap between HOMO and LUMO   0.4156 Eh
SMILES string   O.O.O
Highest occupied orbital energy   -10.94 eV
LUMO level   0.4 eV
ΔE to the lowest compared entry with this formula, charge and spin   13.8 kcal per mole

Last column: Mulliken charge in e.
Geometry (Å):
1 O -1.363 -1.093 -0.167  -0.66
2 H -0.938 -0.261 -0.319  0.46
3 H -2.187 -0.949 0.351  0.29
4 O 2.098 -0.484 0.024  -0.65
5 H 2.180 -1.399 0.227  0.32
6 H 1.163 -0.291 0.062  0.33
7 O -0.089 1.247 -0.107  -0.71
8 H -0.416 1.771 -0.821  0.31
9 H -0.447 1.455 0.746  0.32

---

5.
Below is a cluster of 2 separate species, C3H12N2OS in total in a non-equilibrium geometry, with properties calculated with wB97M-V/def2-TZVPD.

Calculated values
Gap between HOMO and LUMO   0.3367 Eh
SMILES string   NCNCCS.O
Highest occupied orbital energy   -8.64 eV
LUMO level   0.5 eV
ΔE to the lowest compared entry with this formula, charge and spin   22.2 kcal per mole

Last column: Mulliken charge in e.
Geometry (Å):
1 C 0.352 -0.027 0.810  -0.73
2 C 1.576 -0.136 1.707  -0.59
3 S 1.799 1.489 2.602  -0.26
4 N 0.598 0.377 -0.565  -0.13
5 C 0.516 -0.454 -1.701  -0.66
6 N -0.829 -1.039 -2.026  -0.62
7 H -0.124 -1.021 0.856  0.26
8 H -0.421 0.635 1.198  0.43
9 H 2.521 -0.309 1.200  0.33
10 H 1.467 -0.887 2.487  0.35
11 H 1.999 2.217 1.515  0.10
12 H 0.379 1.356 -0.633  0.28
13 H 0.885 0.104 -2.561  0.40
14 H 1.135 -1.351 -1.572  0.28
15 H -1.340 -0.211 -2.307  0.28
16 H -1.284 -1.382 -1.185  0.29
17 H -3.348 -0.342 0.511  0.31
18 H -2.704 0.885 -0.025  0.30
19 O -3.177 0.097 -0.312  -0.63

---

6.
Below is a structure of composition C28H20ClCrN3O6S2 in a non-equilibrium geometry, with properties calculated with wB97M-V/def2-TZVPD.

Calculated values
Total charge   +1
Spin multiplicity   2
Gap between HOMO and LUMO (alpha / beta)   0.2802 / 0.3016 Eh
Highest occupied orbital energy (alpha / beta)   -11.92 / -11.92 eV
LUMO level (alpha / beta)   -4.3 / -3.7 eV

Last column: Mulliken spin population.
Geometry (Å):
1 Cr -1.703 0.150 -0.619  1.06
2 O -2.306 1.438 -1.882  0.02
3 N -3.420 1.309 -2.597  0.00
4 C -3.839 2.351 -3.342  0.00
5 C -4.946 2.234 -4.134  0.00
6 C -5.652 1.027 -4.143  0.00
7 C -5.228 -0.012 -3.348  -0.01
8 C -4.081 0.131 -2.563  0.01
9 S -3.420 -1.113 -1.581  -0.04
10 H -3.247 3.249 -3.257  0.00
11 H -5.266 3.073 -4.733  0.00
12 H -6.529 0.915 -4.764  0.00
13 H -5.760 -0.951 -3.314  0.00
14 O -1.910 -2.635 4.323  0.00
15 C -1.013 -3.248 3.582  0.00
16 O -0.350 -4.167 3.980  0.00
17 C -0.830 -2.723 2.185  0.01
18 C 0.037 -3.242 1.228  0.01
19 Cl 1.065 -4.553 1.492  0.00
20 N -0.045 -2.476 0.098  0.02
21 N -0.935 -1.472 0.329  -0.09
22 C -1.409 -1.626 1.560  0.03
23 C -2.323 -0.531 2.025  0.00
24 O -2.775 -0.524 3.156  0.01
25 O -2.516 0.363 1.118  -0.02
26 C 0.659 -2.599 -1.154  0.00
27 C 0.544 -1.616 -2.139  0.01
28 C 1.240 -1.710 -3.330  0.00
29 C 2.073 -2.789 -3.570  0.00
30 C 2.169 -3.785 -2.616  0.00
31 C 1.468 -3.702 -1.423  0.00
32 H -2.327 -1.838 3.907  0.00
33 H -0.094 -0.761 -2.006  -0.02
34 H 1.125 -0.934 -4.075  0.00
35 H 2.622 -2.861 -4.497  0.00
36 H 2.795 -4.650 -2.788  0.00
37 H 1.561 -4.506 -0.720  0.00
38 O -0.016 1.361 -0.302  0.00
39 S 1.456 1.024 -0.066  0.00
40 C 2.288 2.588 0.219  0.00
41 C 1.715 3.636 0.919  0.00
42 C 2.472 4.772 1.151  0.00
43 C 3.778 4.854 0.683  0.00
44 C 4.339 3.798 -0.020  0.00
45 C 3.590 2.655 -0.255  0.00
46 C 1.563 0.467 1.645  0.00
47 C 0.681 0.958 2.596  0.00
48 C 0.793 0.511 3.904  0.00
49 C 1.776 -0.410 4.245  0.00
50 C 2.645 -0.899 3.281  0.00
51 C 2.542 -0.461 1.967  0.00
52 H 0.693 3.581 1.269  0.00
53 H 2.043 5.597 1.703  0.00
54 H 4.363 5.742 0.875  0.00
55 H 5.353 3.861 -0.388  0.00
56 H 4.007 1.820 -0.804  0.00
57 H -0.085 1.673 2.322  0.00
58 H 0.103 0.871 4.654  0.00
59 H 1.863 -0.751 5.268  0.00
60 H 3.394 -1.631 3.550  0.00
61 H 3.212 -0.831 1.199  0.00

---

Number 1: molar mass 685.4 g mol⁻¹. Number 2: molar mass 345.5 g mol⁻¹. Number 3: molar mass 140.2 g mol⁻¹. Number 4: molar mass 54.0 g mol⁻¹. Number 5: molar mass 124.2 g mol⁻¹. Number 6: molar mass 646.1 g mol⁻¹.